{
  "formula": "C23H41IIrP2",
  "method": "ωB97M-V/def2-TZVPD",
  "total_energy_ev": -54021.930,
  "spin_multiplicity": 5,
  "gap_ev": [7.4874, 5.8035],
  "charge": 1,
  "species": ["H", "H", "H", "H", "C", "C", "H", "P", "C", "C", "H", "H", "H", "H", "H", "H", "H", "C", "C", "H", "H", "I", "C", "C", "H", "C", "Ir", "C", "H", "C", "H", "H", "H", "H", "H", "H", "H", "H", "H", "H", "C", "C", "H", "H", "H", "C", "H", "H", "H", "C", "H", "H", "H", "C", "C", "H", "H", "H", "H", "C", "P", "C", "C", "C", "H", "C", "C", "H"],
  "positions_angstrom": [[6.788, -3.670, 2.543], [6.327, -4.165, -0.278], [-0.913, 0.686, -3.868], [2.698, -1.369, -2.279], [-1.871, 0.352, -1.097], [-0.450, 1.753, -0.012], [-0.989, -1.049, -3.443], [4.284, -3.850, -1.625], [-1.729, 1.225, -0.041], [5.267, -3.969, -0.012], [-3.646, -0.775, -0.715], [2.031, 1.262, -2.336], [4.586, 0.021, 1.199], [0.961, 2.663, -2.467], [3.730, -5.778, -3.012], [2.968, -3.933, 1.121], [6.628, -4.094, -2.427], [1.398, 1.939, -1.776], [2.242, -3.139, 0.788], [4.901, -4.788, 0.637], [1.267, -3.660, 0.835], [-1.056, -2.302, 0.459], [-0.019, 2.896, 0.857], [5.758, -3.481, -2.723], [-0.509, 3.854, 0.607], [2.349, -2.663, -0.609], [0.682, -0.961, -0.800], [4.040, -5.666, -1.963], [-3.814, 0.424, -1.999], [2.657, -1.344, -1.160], [7.719, -2.678, 0.743], [-2.483, 2.110, 1.779], [3.861, 1.466, 0.433], [1.889, -2.653, 2.843], [5.472, -3.731, -3.756], [-2.891, -1.055, -2.291], [1.851, -3.350, -1.320], [4.978, -6.239, -1.803], [3.419, -2.109, 2.264], [4.704, -0.977, -0.569], [7.011, -1.868, 0.479], [3.756, -0.402, -0.693], [0.829, -0.621, 2.417], [-0.257, 2.707, 1.915], [-3.429, 0.753, 1.197], [2.437, 0.364, 1.474], [7.249, -0.935, 1.026], [1.995, 2.501, -1.065], [6.018, -2.413, -2.664], [5.814, -3.177, 2.688], [5.911, -2.352, 3.415], [5.053, -3.900, 3.030], [1.999, 1.354, 1.610], [-3.119, -0.301, -1.547], [3.672, 0.395, 0.650], [1.056, 3.069, 0.781], [-3.571, 2.321, 0.428], [4.024, 0.291, -1.515], [6.989, -1.708, -0.620], [2.347, -2.107, 1.996], [5.324, -2.428, 1.039], [-0.579, 0.202, -1.786], [0.350, 1.159, -1.056], [1.799, -0.735, 1.917], [3.248, -6.073, -1.315], [-0.469, -0.099, -3.246], [-2.850, 1.622, 0.876], [0.582, -0.232, -3.539]],
  "mulliken_charge": [0.451, 0.742, 0.333, 1.013, -1.231, 0.189, 0.492, 0.869, 1.572, -1.718, 0.391, 0.262, 0.547, 0.344, 0.415, 0.452, 0.405, -1.642, -1.407, 0.584, 0.571, -0.335, -2.206, -1.282, 0.356, -1.745, 0.986, -1.289, 0.370, -0.009, 0.457, 0.400, 0.345, 0.488, 0.435, 0.312, 1.108, 0.372, -0.080, -0.445, -1.290, -0.342, 0.478, 0.493, 0.390, -0.556, 0.365, 0.442, 0.312, -1.417, 0.347, 0.381, 0.520, -1.568, -1.056, 0.408, 0.333, 0.725, 0.302, -0.235, 0.879, 1.810, 1.142, -0.779, 0.375, -1.781, -1.863, 0.312]
}

=====

{
  "formula": "C23H41IP2Sn",
  "method": "ωB97M-V/def2-TZVPD",
  "total_energy_ev": -57009.704,
  "gap_ev": [4.8563, 4.8760],
  "charge": 2,
  "species": ["H", "C", "H", "H", "H", "H", "H", "H", "H", "H", "H", "H", "H", "C", "H", "C", "H", "H", "C", "H", "H", "H", "C", "H", "H", "I", "C", "H", "C", "H", "C", "H", "H", "H", "C", "C", "H", "H", "C", "H", "H", "P", "C", "C", "H", "P", "H", "C", "H", "H", "H", "C", "H", "C", "C", "C", "H", "H", "H", "C", "H", "C", "H", "C", "Sn", "C", "H", "C"],
  "positions_angstrom": [[0.876, 2.408, -2.811], [4.576, 0.203, 0.557], [5.415, -0.156, -1.389], [3.783, 2.826, -0.118], [-4.162, 2.797, 0.571], [1.657, 1.948, 2.949], [-1.219, -1.202, -2.223], [6.170, -2.266, 1.288], [3.773, -2.083, 4.000], [-3.774, -1.512, -2.569], [-0.904, -0.651, 1.986], [5.291, -2.424, -0.246], [1.074, 0.761, -3.501], [-1.070, -0.730, -1.243], [2.052, -1.838, 3.604], [-1.109, -1.627, 1.527], [-5.473, -1.631, -2.114], [-5.856, 1.331, 1.107], [-3.701, 2.280, -1.443], [3.023, -3.005, 2.684], [4.411, 3.119, 1.512], [-2.042, -0.412, -0.833], [2.137, 1.025, 3.302], [-2.976, 3.101, -1.506], [-5.451, 3.134, -0.577], [2.870, -1.804, -2.467], [-0.176, -3.602, -0.470], [-4.230, -0.242, 1.421], [3.702, 1.137, 1.224], [-4.859, 0.174, -3.729], [-4.673, 2.396, -0.320], [-3.007, 1.443, -3.245], [0.539, -3.789, -1.288], [-6.241, 0.885, -0.545], [-4.563, -1.019, -1.977], [3.045, -2.020, 3.172], [-0.773, -2.398, 2.237], [-1.185, -3.913, -0.778], [-5.399, 1.084, 0.137], [2.655, 3.023, 1.239], [6.562, 0.407, -0.161], [-0.223, -1.865, -0.016], [-3.749, 1.383, -2.439], [3.453, -0.941, 2.236], [-5.826, 0.725, -2.375], [0.027, 0.751, -1.322], [5.410, 1.544, -0.897], [-0.659, 1.972, -0.190], [2.728, 1.277, 4.199], [1.340, 0.334, 3.618], [4.668, -3.209, 1.216], [-4.522, -0.093, 0.375], [0.149, -4.181, 0.411], [3.622, 2.595, 0.945], [4.415, -1.077, 1.179], [-4.821, 0.373, -2.647], [-0.562, 1.535, -3.493], [-0.606, 1.666, 0.867], [-2.189, -1.717, 1.375], [5.529, 0.518, -0.532], [-0.097, 2.915, -0.304], [5.163, -2.308, 0.836], [-3.592, -1.891, -0.219], [3.036, 0.430, 2.286], [2.021, -0.453, -0.144], [-4.161, -1.010, -0.541], [-1.709, 2.143, -0.445], [0.386, 1.424, -2.943]],
  "mulliken_charge": [0.415, 0.429, 0.244, 0.423, 0.324, 0.335, 0.628, 0.338, 0.331, 0.299, 0.224, 0.292, 0.300, 1.017, 0.320, -1.003, 0.416, 0.428, -0.867, 0.395, 0.338, -1.413, -1.484, 0.900, 0.347, -0.228, -1.156, 0.395, 0.482, 0.449, -0.640, 0.422, 0.298, 0.305, -0.611, -1.608, 0.479, 0.446, -1.101, 0.324, 0.353, 0.495, 0.000, 0.374, 0.352, 0.319, 0.347, -0.410, 0.337, 0.330, 0.363, 0.068, 0.427, -1.618, 0.511, -1.190, 0.328, 0.239, 0.265, -1.296, 0.513, -1.397, 0.821, 0.612, 0.926, -0.808, -0.462, -1.033]
}

=====

{
  "formula": "C23H41N2OP3Tm",
  "method": "ωB97M-V/def2-TZVPD",
  "total_energy_ev": -86912.954,
  "spin_multiplicity": 3,
  "gap_ev": [5.1410, 5.1914],
  "charge": 3,
  "species": ["P", "C", "C", "H", "C", "H", "C", "C", "H", "C", "H", "H", "H", "H", "O", "H", "H", "H", "C", "C", "H", "C", "H", "H", "H", "C", "H", "C", "H", "P", "H", "H", "H", "C", "C", "H", "C", "C", "C", "H", "H", "C", "H", "H", "H", "H", "H", "P", "H", "C", "H", "C", "Tm", "C", "N", "H", "C", "H", "H", "H", "H", "H", "C", "H", "H", "H", "H", "C", "H", "N", "H"],
  "positions_angstrom": [[-0.875, 2.300, -0.063], [-0.130, -0.896, 3.559], [-2.547, -3.169, -1.651], [2.760, 0.193, 2.740], [-3.941, -1.507, 0.003], [-4.013, -0.622, 0.644], [-1.001, 0.059, 4.234], [1.594, -0.268, -4.196], [4.446, -1.214, -5.843], [-0.385, -1.310, 2.250], [0.691, 0.341, -4.293], [-2.595, -1.066, -3.381], [-3.941, -2.401, 0.641], [4.198, 0.902, 1.942], [0.850, -0.920, -2.032], [-1.869, -3.216, -2.507], [4.025, -1.855, 0.512], [2.528, 1.185, -1.842], [1.836, -2.299, 3.593], [-2.631, 2.064, 0.187], [-2.829, 1.430, 1.055], [4.113, -0.890, 0.002], [-2.301, 0.431, -2.474], [2.672, 1.833, 2.046], [-1.204, 3.968, -1.733], [3.695, -1.166, -5.050], [-0.537, -5.181, -1.150], [0.308, -4.589, -1.536], [4.967, -0.344, 0.414], [2.585, 0.070, 0.326], [-0.303, 1.373, -1.016], [2.168, -3.336, 1.706], [-0.379, 1.357, 2.108], [-0.528, 3.869, -0.869], [0.992, -1.393, 4.227], [4.256, -1.066, -1.069], [-0.121, 2.270, 1.566], [0.333, -3.788, -2.669], [2.583, -0.315, -5.171], [0.508, 3.845, -1.243], [2.930, -2.598, -2.021], [3.103, 0.832, 1.917], [-3.938, -0.306, -2.463], [-3.549, -3.350, -2.067], [3.976, 1.668, -0.904], [2.371, 2.373, -0.519], [-0.496, 3.128, 2.136], [-2.392, -1.469, -0.960], [2.487, 0.308, -6.061], [2.872, -1.926, -2.901], [-1.233, -0.934, 1.664], [1.545, -2.649, 2.278], [0.204, -2.463, -0.734], [3.838, -1.960, -3.913], [0.449, -2.184, 1.630], [-3.121, 1.612, -0.678], [-2.857, -0.513, -2.465], [1.251, -3.631, -3.234], [0.964, 2.350, 1.501], [2.707, -2.717, 4.090], [-0.507, -3.631, -3.362], [4.728, -2.590, -3.822], [2.896, 1.463, -0.843], [-3.096, 3.038, 0.365], [-0.648, 4.701, -0.156], [1.225, -4.800, -0.968], [-4.798, -1.551, -0.686], [1.755, -1.048, -3.039], [-2.255, -3.950, -0.926], [-1.654, 0.845, 4.810], [1.201, -1.058, 5.244]],
  "mulliken_charge": [0.997, 0.452, -1.486, 0.280, -1.390, 0.350, -0.348, -0.362, 0.429, -0.226, 0.385, 0.441, 0.415, 0.472, 0.277, 0.205, 0.327, 0.099, -1.075, -1.128, 0.289, -1.510, 0.220, 0.516, 0.389, -0.705, 0.462, -0.789, 0.513, 1.102, -0.106, 0.505, -0.139, -1.222, -0.250, 0.360, -0.520, -0.371, -0.564, 0.403, 0.766, -1.485, 0.485, 0.505, 0.486, 0.380, 0.600, 1.268, 0.447, -0.560, 0.676, -0.030, 0.247, -0.978, 0.024, 0.383, -1.376, 0.591, -0.110, 0.442, 0.307, 0.458, -1.110, 0.519, 0.455, 0.498, 0.519, 0.405, 0.350, -0.406, 0.547]
}

=====

{
  "formula": "C23H42B2BaF4N6O4P",
  "method": "ωB97M-V/def2-TZVPD",
  "total_energy_ev": -63867.613,
  "gap_ev": 8.6621,
  "charge": 1,
  "species": ["H", "H", "C", "F", "N", "H", "C", "H", "C", "H", "H", "N", "C", "H", "O", "N", "C", "Ba", "H", "H", "H", "H", "H", "H", "C", "O", "H", "H", "H", "H", "C", "C", "B", "H", "H", "O", "C", "H", "F", "H", "B", "F", "H", "C", "C", "H", "N", "C", "C", "H", "C", "N", "H", "C", "N", "H", "C", "F", "C", "H", "H", "H", "C", "H", "H", "H", "H", "H", "H", "C", "O", "C", "H", "H", "P", "C", "C", "H", "H", "H", "H", "C", "H"],
  "positions_angstrom": [[-1.748, 2.527, -0.333], [4.361, -0.432, -1.087], [0.627, 3.667, 2.677], [-2.430, -1.469, -1.607], [0.408, -3.128, -2.305], [-4.478, 2.255, 2.123], [-2.853, 1.072, 1.438], [3.585, -2.047, -2.976], [-1.649, 1.902, 1.682], [1.507, 4.174, -1.633], [2.222, 1.178, -2.377], [2.376, -0.815, -1.755], [3.332, -0.467, -0.703], [0.549, 3.817, -4.875], [-1.400, 1.060, 3.821], [-1.344, -2.467, 0.836], [-1.257, 2.833, 0.588], [-0.669, -0.699, -0.730], [0.319, 2.066, -5.030], [3.354, 1.329, 4.070], [1.533, -4.199, -0.874], [3.294, -1.200, 0.100], [-0.976, -2.557, -3.791], [1.731, -0.009, -3.584], [0.697, 2.856, -4.382], [-2.567, -2.877, 0.339], [2.171, 5.126, 2.507], [0.595, 5.129, -2.812], [2.422, -2.431, 2.274], [-3.775, 1.195, 3.343], [0.678, -4.339, -1.530], [-1.763, -3.865, 2.829], [-3.310, -1.902, -0.420], [1.985, -3.649, -3.623], [-0.179, 2.889, 0.439], [-0.458, -1.181, 4.326], [2.604, 1.977, 3.645], [-1.624, 3.833, 0.826], [-2.507, -0.523, 5.066], [-1.590, -3.705, -2.601], [-1.670, -0.535, 4.013], [-2.287, -0.959, 2.858], [2.986, -2.787, -1.485], [-0.718, -3.430, -3.193], [2.454, 0.202, -2.801], [-0.121, 4.744, -1.244], [-0.978, 1.771, 2.790], [1.304, 1.520, 3.531], [0.312, -2.413, 2.490], [1.630, -3.956, 1.851], [2.711, -2.131, -2.312], [-2.691, 0.214, 0.503], [-2.463, 3.721, -2.492], [1.575, -2.764, -3.112], [0.514, -1.633, 3.472], [-2.021, -3.350, 3.756], [2.934, 3.257, 3.226], [-4.410, -2.473, -0.945], [-0.984, -2.931, 1.967], [3.456, 0.245, -3.248], [-2.678, -4.172, 2.329], [-4.792, 0.496, 2.065], [-4.057, 1.263, 2.292], [-0.477, -4.264, -3.865], [-2.304, 2.804, -3.993], [-0.192, -4.581, -0.922], [1.763, 2.699, -4.223], [0.888, -5.191, -2.190], [-1.159, -4.736, 3.083], [1.936, 4.108, 2.779], [-3.693, -0.658, 0.257], [1.556, -2.870, 1.785], [1.244, -2.063, -3.880], [-1.639, 4.446, -3.886], [-0.200, 2.816, -2.766], [0.516, 4.366, -2.040], [-1.809, 3.519, -3.339], [1.053, 0.532, 3.879], [1.515, -2.578, 0.736], [3.958, 3.595, 3.270], [3.082, 0.512, -0.294], [0.325, 2.348, 2.992], [-0.145, 4.368, 2.408]],
  "mulliken_charge": [0.411, 0.324, -0.417, -0.556, 0.781, 0.406, -0.591, 0.403, 1.459, 0.361, 0.181, 0.872, -1.197, 0.456, -0.459, 0.036, -1.717, 2.152, 0.374, 0.476, 0.320, 0.308, 0.341, 0.336, -1.305, -0.297, 0.450, 0.470, 0.526, 0.242, -1.379, -1.231, 0.677, 0.345, 0.689, -0.224, -0.845, 0.293, -0.244, 0.334, 0.486, -0.076, 0.362, -1.220, -1.252, 0.355, 0.603, -0.497, 0.178, 0.314, -0.931, -0.341, 0.371, -1.117, -0.672, 0.212, -0.585, -0.249, 0.176, 0.312, 0.406, 0.371, -1.309, 0.407, 0.403, 0.287, 0.392, 0.413, 0.378, -0.726, -0.400, -0.307, 0.454, 0.396, 0.728, -1.432, -1.357, 0.650, -0.466, 0.470, 0.363, 0.390, 0.495]
}